[1]
{"formula": "C5H14", "method": "ωB97M-V with the def2-TZVPD basis set", "orbital_gap_ev": 12.17, "e_tot_ev": -5411.5817, "charge": 0, "relative_energy_kj_mol": 45.15, "elements": ["C", "C", "C", "H", "H", "H", "H", "H", "H", "H", "H", "C", "C", "H", "H", "H", "H", "H", "H"], "positions_angstrom": [[1.64970, 1.47437, 0.52459], [1.75331, 0.27135, -0.38757], [2.28392, -1.02031, 0.18715], [1.53386, 2.34856, -0.12940], [0.67784, 1.52201, 1.01353], [2.42180, 1.65840, 1.27065], [2.42111, 0.45664, -1.23363], [0.79180, 0.05774, -0.83286], [3.23782, -0.97362, 0.71748], [2.29788, -1.79142, -0.58717], [1.60934, -1.51188, 0.91162], [-2.12612, -0.10193, -0.74842], [-3.02648, -0.55293, 0.39323], [-1.12187, 0.12296, -0.42527], [-2.13999, -0.70708, -1.64839], [-2.52685, 0.84196, -1.11574], [-3.74098, -1.30543, 0.06422], [-2.44379, -1.05851, 1.16651], [-3.55228, 0.26912, 0.85947]], "forces_ev_per_a": [[-1.049, 0.913, -0.594], [0.988, -0.491, -0.189], [-0.822, -1.383, 0.959], [0.573, 0.124, 0.164], [-0.019, -0.497, 0.521], [0.175, -0.258, -0.245], [-0.059, 0.496, 0.000], [-0.264, 0.088, -0.124], [0.121, 0.251, -0.408], [0.537, 0.172, -0.176], [-0.057, 0.580, 0.059], [-0.765, 1.119, -0.302], [0.424, -1.015, 0.107], [0.277, -0.194, 0.028], [0.247, -0.595, 0.217], [0.076, 0.273, -0.076], [-0.253, 0.168, -0.065], [-0.008, 0.092, 0.071], [-0.123, 0.159, 0.055]], "mulliken_charge": [-1.041, 0.097, -1.234, 0.296, 0.263, 0.362, 0.285, 0.045, 0.346, 0.334, 0.294, -0.363, -0.928, -0.258, 0.357, 0.288, 0.284, 0.300, 0.274]}

=====

[2]
{"formula": "C5H14", "method": "ωB97M-V with the def2-TZVPD basis set", "orbital_gap_ev": 12.56, "e_tot_ev": -5411.6447, "charge": 0, "relative_energy_kj_mol": 39.07, "elements": ["C", "C", "C", "H", "H", "H", "H", "H", "H", "H", "H", "C", "C", "H", "H", "H", "H", "H", "H"], "positions_angstrom": [[0.21108, 1.18108, 1.15578], [-0.00252, 1.67613, -0.29653], [-1.31432, 2.49814, -0.43268], [-0.36718, 0.28605, 1.34014], [1.26129, 0.90266, 1.26276], [-0.05029, 2.03140, 1.78197], [-0.11496, 0.80030, -0.94200], [0.80175, 2.32768, -0.63565], [-1.23095, 2.99899, -1.40435], [-1.31471, 3.25663, 0.34351], [-2.12290, 1.79176, -0.56640], [-0.15757, -2.25267, 0.01975], [1.20409, -2.70163, -0.45430], [-0.06742, -1.67062, 0.93526], [-0.65998, -1.59897, -0.69567], [-0.80976, -3.10233, 0.22772], [1.77091, -1.87391, -0.88727], [1.11509, -3.55165, -1.12962], [1.84835, -2.99903, 0.37758]], "forces_ev_per_a": [[0.566, 0.588, -1.395], [-1.030, -0.121, 0.485], [1.724, -0.531, -1.299], [-0.407, 0.170, 0.324], [-0.018, 0.101, 0.351], [0.094, -0.357, 0.577], [0.466, 0.190, -0.225], [0.301, -0.321, 0.067], [-0.234, 0.220, 0.163], [-0.792, -0.118, 0.174], [-0.673, 0.312, 0.812], [-0.299, 0.232, 0.330], [0.578, 0.080, 0.266], [-0.046, -0.094, 0.074], [-0.007, -0.173, -0.132], [-0.011, 0.060, 0.007], [-0.201, -0.136, -0.437], [0.251, 0.197, -0.227], [-0.263, -0.300, 0.085]], "mulliken_charge": [-0.916, -0.192, -1.157, 0.118, 0.302, 0.365, 0.133, 0.341, 0.313, 0.366, 0.297, -0.528, -0.903, 0.070, 0.196, 0.353, 0.263, 0.302, 0.277]}

=====

[3]
{"formula": "C5H14", "method": "ωB97M-V with the def2-TZVPD basis set", "orbital_gap_ev": 11.98, "e_tot_ev": -5411.4118, "charge": 0, "relative_energy_kj_mol": 61.54, "elements": ["C", "C", "C", "H", "H", "H", "H", "H", "H", "H", "H", "C", "C", "H", "H", "H", "H", "H", "H"], "positions_angstrom": [[-0.21612, -0.05927, 2.28210], [0.44563, -0.94740, 1.21889], [1.83171, -0.62859, 0.68532], [-0.37420, -0.72151, 3.14152], [0.38272, 0.74242, 2.71355], [-1.23192, 0.28007, 2.09240], [-0.24728, -1.01185, 0.38372], [0.41911, -1.99038, 1.54695], [1.76438, 0.27845, 0.08227], [2.13020, -1.46227, 0.04973], [2.61848, -0.39470, 1.40400], [-1.63468, 0.65550, -2.43861], [-0.36735, 0.89470, -1.60036], [-1.60377, 1.00070, -3.47511], [-1.81911, -0.41434, -2.56597], [-2.51985, 1.09317, -1.97984], [0.46381, 1.41064, -2.07029], [-0.67010, 1.51531, -0.76615], [-0.02640, -0.05648, -1.22249]], "forces_ev_per_a": [[0.160, -0.939, 1.374], [-0.634, -0.499, -0.049], [-0.304, 0.660, -0.267], [0.022, 0.145, 0.162], [0.109, 0.211, -0.509], [0.163, 0.295, -0.611], [0.093, 0.201, -0.291], [0.257, 0.094, 0.404], [0.102, -0.054, -0.247], [0.300, 0.157, -0.043], [-0.210, -0.429, 0.353], [0.035, -0.364, -0.743], [-0.745, 0.163, -0.066], [0.230, 0.363, 0.161], [-0.078, 0.008, 0.269], [0.023, -0.014, 0.011], [-0.060, -0.055, -0.420], [0.250, 0.036, 0.443], [0.287, 0.022, 0.070]], "mulliken_charge": [-1.150, -0.160, -1.130, 0.343, 0.318, 0.289, 0.193, 0.380, 0.260, 0.307, 0.396, -0.979, -0.576, 0.299, 0.294, 0.254, 0.418, 0.306, -0.060]}

=====

[4]
{"formula": "C5H14", "method": "ωB97M-V with the def2-TZVPD basis set", "orbital_gap_ev": 12.39, "e_tot_ev": -5411.5570, "charge": 0, "relative_energy_kj_mol": 47.53, "elements": ["C", "C", "C", "H", "H", "H", "H", "H", "H", "H", "H", "C", "C", "H", "H", "H", "H", "H", "H"], "positions_angstrom": [[1.46627, 1.10308, -1.21143], [1.47391, -0.31920, -0.69113], [0.61427, -1.26385, -1.56686], [1.40931, 1.12259, -2.29957], [2.31688, 1.70013, -0.94460], [0.55172, 1.61172, -0.89249], [2.43600, -0.78841, -0.65000], [1.05807, -0.42385, 0.31211], [-0.38971, -1.45766, -1.16614], [0.48251, -0.92241, -2.59314], [1.02107, -2.28211, -1.56992], [-2.11679, 0.49476, 1.12371], [-1.23148, -0.04250, 2.26455], [-1.46849, 0.60059, 0.24790], [-2.88576, -0.23497, 0.87690], [-2.57123, 1.47462, 1.22707], [-1.35328, 0.33651, 3.27918], [-0.17953, -0.01176, 2.00120], [-1.51509, -1.07173, 2.43273]], "forces_ev_per_a": [[-0.750, 0.044, -0.252], [-1.085, -0.982, -0.421], [-0.479, -0.675, 0.367], [0.174, -0.166, -0.121], [0.418, 0.244, 0.429], [0.140, 0.092, 0.135], [0.879, 0.239, -0.018], [0.224, 0.422, 0.127], [0.020, 0.549, 0.001], [0.203, -0.003, -0.026], [0.267, 0.233, -0.249], [0.679, -0.037, -0.283], [-0.501, -0.287, 0.304], [-0.221, -0.154, -0.105], [-0.123, 0.167, -0.042], [-0.078, 0.068, 0.502], [-0.110, 0.775, -0.238], [0.084, 0.054, 0.130], [0.260, -0.583, -0.240]], "mulliken_charge": [-1.040, 0.109, -1.009, 0.314, 0.338, 0.224, 0.362, -0.115, 0.230, 0.277, 0.330, -0.579, -0.829, -0.001, 0.268, 0.320, 0.342, 0.206, 0.253]}